1.
A structure of composition C19H40BaP2. Source: OMol25; level of theory: ωB97M-V/def2-TZVPD.

Calculated values
- charge = 0
- HOMO level (eV) = -5.31
- Kohn-Sham gap (eV) = 4.87
- lowest unoccupied orbital energy (Ha) = -0.0161

XYZ file:
```
62
Properties=species:S:1:pos:R:3:lowdin_charge:R:1
P 0.67960 -1.75266 -4.62662 0.86
P 0.53303 2.21177 -3.27825 0.64
C 0.32572 -0.05312 -5.20277 -0.36
C 1.16981 1.12484 -4.65344 -0.46
H -0.74116 0.07933 -4.91978 0.05
H 0.38457 -0.05979 -6.30372 0.09
H 2.21012 0.82955 -4.42302 0.01
H 1.23320 1.85864 -5.46235 0.07
C -0.45527 3.37993 -4.23761 -0.28
H -0.88433 4.14072 -3.56543 0.07
H -1.25467 2.86455 -4.78022 0.02
H 0.29196 3.82578 -4.91129 0.05
C 1.88845 3.41051 -2.80882 -0.34
H 1.62409 4.31262 -3.35496 0.03
H 2.93537 3.15144 -3.06122 0.04
H 1.87339 3.66764 -1.73638 0.01
C 0.59556 -2.75390 -6.16075 -0.26
H 0.75041 -3.82437 -5.94275 0.05
H 1.41892 -2.45934 -6.81737 0.03
H -0.33753 -2.63153 -6.73032 0.04
C 2.38582 -1.78614 -4.13681 -0.31
H 2.80976 -0.77858 -4.04180 -0.03
H 2.94095 -2.26762 -4.94507 0.05
H 2.47465 -2.35878 -3.20216 0.05
Ba 2.15145 0.65847 -1.69389 1.58
C -2.67970 0.67837 -3.16059 -0.12
C -2.99520 0.72044 -4.47625 -0.14
C -3.76183 -0.26398 -5.30518 -0.19
C -3.79644 -1.67771 -4.68307 -0.20
C -2.52553 -2.41515 -4.82052 -0.15
C -1.56746 -2.47971 -3.89582 -0.24
C -1.34440 -1.44966 -2.70637 -0.22
C -2.44989 -0.47997 -2.21132 -0.19
C 2.38092 -1.13582 0.42311 -0.42
H -2.59540 1.62783 -2.61642 0.10
H -2.57617 1.53701 -5.10239 0.08
H -3.32191 -0.31001 -6.32874 0.12
H -4.81910 0.03184 -5.39152 0.12
H -4.11805 -1.60951 -3.62984 0.11
H -4.54063 -2.23086 -5.27638 0.12
H -2.38521 -3.06807 -5.69355 0.10
H -1.09390 -3.47390 -3.69004 0.11
H -0.55347 -0.72655 -3.04943 0.01
H -0.88812 -1.97176 -1.83834 0.12
H -3.33628 -1.05028 -1.86733 0.11
H -1.99783 0.02702 -1.31669 0.12
H 2.71550 -0.92878 1.44243 -0.09
H 3.13106 -1.73024 -0.12542 -0.12
H 1.39988 -1.63134 0.44177 -0.10
C 0.07642 1.21127 2.21881 -0.10
C 1.06168 2.31633 1.82140 -0.59
C 2.42392 2.17431 2.50833 -0.10
C 1.20626 2.36810 0.35264 -0.38
H 0.29905 0.26892 1.69996 0.05
H -0.93807 1.52296 1.94998 0.07
H 0.11434 1.04675 3.30244 0.07
H 0.66130 3.29986 2.12599 0.11
H 2.90254 1.23686 2.21768 0.05
H 3.10405 2.99480 2.24611 0.07
H 2.25952 2.18456 3.58989 0.07
H 1.89970 3.17550 0.09557 -0.03
H 0.24704 2.40053 -0.18132 -0.02
```


2.
An isolated molecule of CHCl3. Source: OMol25; level of theory: ωB97M-V/def2-TZVPD.

Calculated values
- charge = 0
- HOMO level (eV) = -11.21
- SMILES = ClC(Cl)Cl
- Kohn-Sham gap (eV) = 11.81
- lowest unoccupied orbital energy (Ha) = 0.0219

XYZ file:
```
5
Properties=species:S:1:pos:R:3:lowdin_charge:R:1
Cl -1.32547 -0.40485 -1.05038 0.57
C -0.03169 0.01348 0.00151 -1.60
Cl 1.30387 0.80585 -0.86561 0.52
Cl 0.46591 -1.18299 1.22528 0.52
H -0.41260 0.76852 0.68921 -0.01
```


Question: Among the records above, which one has the lowest lowest unoccupied orbital energy?
Answer: C19H40BaP2


Question: Which value of HOMO level does entry 1 give?
Answer: -5.31 eV


What did the second record say?
An isolated molecule of CHCl3. Source: OMol25; level of theory: ωB97M-V/def2-TZVPD.

Calculated values
- charge = 0
- HOMO level (eV) = -11.21
- SMILES = ClC(Cl)Cl
- Kohn-Sham gap (eV) = 11.81
- lowest unoccupied orbital energy (Ha) = 0.0219

XYZ file:
```
5
Properties=species:S:1:pos:R:3:lowdin_charge:R:1
Cl -1.32547 -0.40485 -1.05038 0.57
C -0.03169 0.01348 0.00151 -1.60
Cl 1.30387 0.80585 -0.86561 0.52
Cl 0.46591 -1.18299 1.22528 0.52
H -0.41260 0.76852 0.68921 -0.01
```


What did the first record say?
A structure of composition C19H40BaP2. Source: OMol25; level of theory: ωB97M-V/def2-TZVPD.

Calculated values
- charge = 0
- HOMO level (eV) = -5.31
- Kohn-Sham gap (eV) = 4.87
- lowest unoccupied orbital energy (Ha) = -0.0161

XYZ file:
```
62
Properties=species:S:1:pos:R:3:lowdin_charge:R:1
P 0.67960 -1.75266 -4.62662 0.86
P 0.53303 2.21177 -3.27825 0.64
C 0.32572 -0.05312 -5.20277 -0.36
C 1.16981 1.12484 -4.65344 -0.46
H -0.74116 0.07933 -4.91978 0.05
H 0.38457 -0.05979 -6.30372 0.09
H 2.21012 0.82955 -4.42302 0.01
H 1.23320 1.85864 -5.46235 0.07
C -0.45527 3.37993 -4.23761 -0.28
H -0.88433 4.14072 -3.56543 0.07
H -1.25467 2.86455 -4.78022 0.02
H 0.29196 3.82578 -4.91129 0.05
C 1.88845 3.41051 -2.80882 -0.34
H 1.62409 4.31262 -3.35496 0.03
H 2.93537 3.15144 -3.06122 0.04
H 1.87339 3.66764 -1.73638 0.01
C 0.59556 -2.75390 -6.16075 -0.26
H 0.75041 -3.82437 -5.94275 0.05
H 1.41892 -2.45934 -6.81737 0.03
H -0.33753 -2.63153 -6.73032 0.04
C 2.38582 -1.78614 -4.13681 -0.31
H 2.80976 -0.77858 -4.04180 -0.03
H 2.94095 -2.26762 -4.94507 0.05
H 2.47465 -2.35878 -3.20216 0.05
Ba 2.15145 0.65847 -1.69389 1.58
C -2.67970 0.67837 -3.16059 -0.12
C -2.99520 0.72044 -4.47625 -0.14
C -3.76183 -0.26398 -5.30518 -0.19
C -3.79644 -1.67771 -4.68307 -0.20
C -2.52553 -2.41515 -4.82052 -0.15
C -1.56746 -2.47971 -3.89582 -0.24
C -1.34440 -1.44966 -2.70637 -0.22
C -2.44989 -0.47997 -2.21132 -0.19
C 2.38092 -1.13582 0.42311 -0.42
H -2.59540 1.62783 -2.61642 0.10
H -2.57617 1.53701 -5.10239 0.08
H -3.32191 -0.31001 -6.32874 0.12
H -4.81910 0.03184 -5.39152 0.12
H -4.11805 -1.60951 -3.62984 0.11
H -4.54063 -2.23086 -5.27638 0.12
H -2.38521 -3.06807 -5.69355 0.10
H -1.09390 -3.47390 -3.69004 0.11
H -0.55347 -0.72655 -3.04943 0.01
H -0.88812 -1.97176 -1.83834 0.12
H -3.33628 -1.05028 -1.86733 0.11
H -1.99783 0.02702 -1.31669 0.12
H 2.71550 -0.92878 1.44243 -0.09
H 3.13106 -1.73024 -0.12542 -0.12
H 1.39988 -1.63134 0.44177 -0.10
C 0.07642 1.21127 2.21881 -0.10
C 1.06168 2.31633 1.82140 -0.59
C 2.42392 2.17431 2.50833 -0.10
C 1.20626 2.36810 0.35264 -0.38
H 0.29905 0.26892 1.69996 0.05
H -0.93807 1.52296 1.94998 0.07
H 0.11434 1.04675 3.30244 0.07
H 0.66130 3.29986 2.12599 0.11
H 2.90254 1.23686 2.21768 0.05
H 3.10405 2.99480 2.24611 0.07
H 2.25952 2.18456 3.58989 0.07
H 1.89970 3.17550 0.09557 -0.03
H 0.24704 2.40053 -0.18132 -0.02
```